This record from the OMol25 dataset describes a molecular structure, C21H31BrFeN3O7Si. The level of theory is the ωB97M-V functional and the def2-TZVPD basis.

Orbital gap (alpha / beta) (eV): 6.453 / 6.555
⟨S²⟩: 6.01
Energy above the lowest of the compared OMol25 structures with the same formula, charge and spin (eV): 1.610
E_HOMO (alpha / beta) (eV): -4.14 / -4.24

ORCA input file:
```
! RIJCOSX wB97M-V def2-TZVPD def2/J DEFGRID3
* xyz -1 5
Fe 0.75185 0.38471 -0.10829
O 1.15223 3.78381 5.18318
C 1.09266 3.11995 4.18377
C 1.43951 1.65076 4.05222
O 1.80869 0.89775 4.93793
C 1.24749 1.33852 2.65033
C 0.79298 2.45043 1.92342
O 0.57092 2.34976 0.67832
C 0.66992 3.61703 2.80912
O 0.32232 4.74531 2.54003
O 1.44676 0.22573 2.04929
O 6.10429 2.03608 1.91001
C 5.13927 1.38233 1.24809
C 4.73728 0.09861 1.58451
C 3.70169 -0.46375 0.87626
N 3.07796 0.14620 -0.13225
C 3.51683 1.35288 -0.45572
Br 2.62035 2.18098 -1.90087
C 4.53023 2.03264 0.18899
H 6.33581 1.54492 2.70703
H 5.19003 -0.43346 2.41326
H 3.31671 -1.44209 1.13953
H 4.81552 3.03699 -0.09161
C -0.91898 1.96066 -2.88298
Si -1.03154 0.42531 -1.75613
C -0.83053 -1.04237 -3.05288
C -1.15112 -2.42053 -2.45604
C 0.64252 -1.05282 -3.48111
C -1.68678 -0.84529 -4.31308
C -2.82402 0.55429 -1.02898
C -3.37116 -0.80192 -0.56078
C -3.82693 1.17058 -2.01128
C -2.70432 1.47311 0.19945
H -1.72056 1.97934 -3.63057
H 0.03878 1.99619 -3.42037
H -0.98883 2.87733 -2.28034
H -0.64006 -2.57751 -1.50018
H -0.83116 -3.21405 -3.15290
H -2.22349 -2.54837 -2.28634
H 1.31395 -1.23074 -2.63487
H 0.94282 -0.10660 -3.94726
H 0.81715 -1.85971 -4.21197
H -2.75589 -0.81555 -4.07095
H -1.53358 -1.67468 -5.02455
H -1.43530 0.08629 -4.83231
H -3.65784 -1.43338 -1.40956
H -4.27176 -0.65005 0.05563
H -2.63051 -1.34146 0.03724
H -3.87554 0.61600 -2.95647
H -3.57382 2.20915 -2.24570
H -4.83580 1.16587 -1.56955
H -2.03426 1.04823 0.95306
H -3.69244 1.61619 0.66264
H -2.30452 2.45958 -0.05992
C -1.38879 -4.19928 3.10539
N -1.25807 -3.21361 2.05505
C -0.25149 -2.30805 1.85024
N 0.77285 -2.22486 2.74965
O -0.30694 -1.59343 0.84303
H -2.42083 -4.24047 3.45229
H -0.77865 -3.93943 3.96753
H -1.09161 -5.19838 2.77771
H -1.90211 -3.25374 1.28463
H 0.62817 -2.59832 3.67067
H 1.21169 -1.28965 2.72634
*
```

This record from the OMol25 dataset describes 2 unconnected molecules or ions with the total composition C11H16N2. The level of theory is the ωB97M-V functional and the def2-TZVPD basis.

Orbital gap (eV): 8.538
Energy above the lowest of the compared OMol25 structures with the same formula, charge and spin (eV): 8.695
E_HOMO (eV): -7.79

ORCA input file:
```
! RIJCOSX wB97M-V def2-TZVPD def2/J DEFGRID3
* xyz 0 1
C -2.61042 -0.84833 0.19558
C -2.52211 -1.26399 -1.26513
C -1.35029 -0.41293 -1.63183
C -0.05780 -0.03220 -0.97248
C 0.74419 -1.27851 -0.73350
C 1.87852 -1.05584 0.09600
C 1.88854 0.13797 0.81422
C 2.87084 2.07660 1.94495
C 1.78795 2.67116 1.12223
C 1.34202 1.38772 0.35941
C 0.40788 1.19615 -0.62815
H -2.92975 0.16654 0.37129
H -3.51849 -1.58076 0.51549
H -1.72623 -1.33842 0.90573
H -3.18827 -0.84555 -1.87919
H -2.73356 -3.25691 -2.50013
H -3.18482 -2.90936 -0.58323
H -2.09588 0.46887 -1.45141
H -1.02633 -0.43437 -2.78789
H 0.60224 -2.30054 -1.36978
H 2.34648 -2.06204 0.22986
H 2.75159 -0.12219 2.78462
H 3.87464 2.63461 1.66511
H 2.65553 2.58662 3.31006
H 0.94422 2.96188 1.74818
H 2.31121 3.45840 0.46908
H -0.04460 2.23892 -1.03698
N -2.45373 -2.76614 -1.51794
N 3.03641 0.52264 1.82581
*
```

This record from the OMol25 dataset describes a molecular structure, C19H28N5ORuS4Sb. The level of theory is the ωB97M-V functional and the def2-TZVPD basis.

Orbital gap (alpha / beta) (eV): 5.902 / 5.840
Energy above the lowest of the compared OMol25 structures with the same formula, charge and spin (eV): 0.000
E_HOMO (alpha / beta) (eV): -14.12 / -14.11

ORCA input file:
```
! RIJCOSX wB97M-V def2-TZVPD def2/J DEFGRID3
* xyz 2 1
Ru 0.08389 -1.17200 -0.11176
S 1.31680 -0.45692 -1.71643
C 0.33361 0.24808 -2.92315
C 0.90812 0.89714 -4.03113
C 0.08916 1.45239 -4.97965
C 0.66180 2.10813 -6.11839
N 1.13408 2.62235 -7.02995
C -1.32763 1.37878 -4.82997
C -1.89477 0.76212 -3.74121
C -1.06546 0.18501 -2.76457
S -1.72377 -0.55520 -1.36444
C -2.17833 1.96323 -5.82535
N -2.85961 2.43728 -6.61901
H 1.98346 0.94855 -4.14078
H -2.97089 0.71967 -3.64069
C 1.61263 3.14204 -0.78595
C 0.14270 2.83823 -0.53614
Sb -0.18375 1.26039 0.85880
C -2.13656 1.58958 1.63310
C -2.24161 2.94304 2.32844
C 1.12145 1.73106 2.48226
C 2.51154 1.11142 2.43574
H 1.70575 3.95809 -1.50309
H 2.14952 2.28396 -1.19734
H 2.12437 3.45410 0.12552
H -0.38944 2.58370 -1.45380
H -0.36496 3.70464 -0.10624
H -2.34377 0.76822 2.31701
H -2.82503 1.50941 0.79113
H -1.54530 3.03017 3.16358
H -3.24622 3.07504 2.73061
H -2.05951 3.77232 1.64411
H 0.59084 1.45617 3.39455
H 1.17587 2.82216 2.46068
H 2.46806 0.03762 2.62401
H 3.13844 1.54576 3.21464
H 3.01105 1.28340 1.48091
S -0.20528 -3.56699 -0.28336
C 1.45174 -3.44841 0.02936
N 2.46607 -4.00967 -0.57074
C 3.80894 -3.56900 -0.17651
C 3.63268 -2.19864 0.49085
S 1.94166 -2.21591 1.17832
H 2.32309 -4.69807 -1.29936
H 4.42538 -3.48268 -1.06851
H 4.25843 -4.30018 0.49484
H 3.73882 -1.37671 -0.21417
H 4.32383 -2.06040 1.31810
C -3.09152 -3.25357 4.03709
N -1.94925 -2.58748 3.42340
C -1.93944 -2.04197 2.20357
N -3.03212 -2.14711 1.44222
O -0.90162 -1.41473 1.82712
H -2.80827 -3.57001 5.03577
H -3.37753 -4.14270 3.47304
H -3.94095 -2.57483 4.12447
H -1.09489 -2.49083 3.94373
H -3.85970 -2.61747 1.76724
H -3.07657 -1.67178 0.55747
*
```

This record from the OMol25 dataset describes C4H8O2 in the gas phase. The level of theory is the ωB97M-V functional and the def2-TZVPD basis.

Orbital gap (eV): 10.179
Energy above the lowest of the compared OMol25 structures with the same formula, charge and spin (eV): 0.872
SMILES string: CC(=O)[C@@H](C)O
E_HOMO (eV): -9.49

ORCA input file:
```
! RIJCOSX wB97M-V def2-TZVPD def2/J DEFGRID3
* xyz 0 1
C 1.58965 0.58849 0.67944
C 0.65223 -0.58125 0.47047
O 0.69032 -1.58746 1.14502
C -0.42039 -0.42796 -0.61189
C -1.74260 -0.11639 0.09801
O -0.15168 0.63089 -1.51354
H 2.03977 0.52214 1.67129
H 1.07651 1.54439 0.54219
H 2.39258 0.54886 -0.06764
H -0.49590 -1.38655 -1.14675
H -1.58870 0.46978 1.00711
H -2.25016 -1.04328 0.37377
H -2.38043 0.46634 -0.57103
H 0.58879 0.37200 -2.07645
*
```

What is the formula in the third record? C19H28N5ORuS4Sb

Which of these has the highest energy above the lowest of the compared OMol25 structures with the same formula, charge and spin? C11H16N2

energy above the lowest of the compared OMol25 structures with the same formula, charge and spin of number 3 (C19H28N5ORuS4Sb)? 0.000 eV

energy above the lowest of the compared OMol25 structures with the same formula, charge and spin of number 1 (C21H31BrFeN3O7Si)? 1.610 eV